No. 1
Formula: C6H7O4S2
Source: the OMol25 dataset
Level of theory: ωB97M-V/def2-TZVPD

```
19
Properties=species:S:1:pos:R:3
C 2.8967 0.8094 -0.2023
C 1.8916 -0.2133 0.2021
S 0.4544 0.6961 0.9275
O 0.9273 0.2933 2.2832
C -0.8353 -0.4635 0.4214
C -1.9477 -0.8852 1.3339
C -0.9039 -0.6828 -0.8657
C 0.1851 -0.3100 -1.7576
O 0.3389 1.1352 -2.0519
S 0.0154 0.0044 -3.4300
O -1.1524 0.4869 -4.1375
O 1.2412 0.0093 -4.2945
H 2.4104 1.2489 -1.1146
H 3.8764 0.3044 -0.2448
H 2.8384 1.8358 0.2777
H -1.6137 -1.2572 2.2824
H -2.4988 -1.7254 0.7993
H -2.6972 0.0859 1.5178
H -1.6227 -1.4937 -1.3172
```

Properties
- Orbital gap: 0.25623 hartree
- Structure (SMILES): CC#S(/[O-])=C(C)\C=C1/OS1(=O)=O
- Relative energy (zero: lowest compared OMol25 entry of this formula, charge and spin): 712.18 kJ/mol
- Total charge: -1
- E_tot: -1329.89280 hartree

Now the natural (NBO) charges, all in e: -0.863, -0.056, 1.091, -0.976, -0.285, -0.612, -0.229, -0.216, -0.755, 2.125, -0.906, -0.902, 0.305, 0.222, 0.232, 0.223, 0.211, 0.195, 0.196

No. 2
Formula: C29H56MoN13S2
Source: the OMol25 dataset
Level of theory: ωB97M-V/def2-TZVPD

```
101
Properties=species:S:1:pos:R:3
Mo -0.5268 -0.3384 -0.5320
C 4.6387 1.1324 1.9678
N 3.3424 1.2188 1.2918
C 3.0695 2.4875 0.6310
C 2.4635 0.1925 1.2513
N 1.7147 -0.0389 0.1586
C 2.4450 0.1951 -1.0938
C 2.2069 -0.9869 -1.9899
N 0.7545 -1.3387 -2.1182
C 0.6398 -2.8206 -2.0287
C 0.6706 -3.2525 -0.5736
N -0.1733 -2.3791 0.2658
C -0.8593 -2.8276 1.3000
N -0.6822 -3.9931 1.9371
C 0.5134 -4.8471 1.8922
C -1.6936 -4.5849 2.8246
N -1.8060 -1.8892 1.7967
C -3.2445 -2.1106 1.5487
C -1.5353 -1.4436 3.1661
C 0.2341 -0.8454 -3.4247
C 0.2083 0.6728 -3.4387
N -0.1615 1.2373 -2.1144
C -0.1273 2.5713 -2.0155
N 0.6245 3.3939 -2.7802
C 1.9225 3.1240 -3.4025
C 0.1871 4.7642 -3.0878
N -0.9465 3.1761 -1.0600
C -0.3830 4.2345 -0.2220
C -2.3360 3.4519 -1.4443
N 2.3429 -0.5556 2.3783
C 2.5832 -0.0112 3.7136
C 2.2409 -2.0015 2.3341
H 5.4121 1.4644 1.2749
H 4.8502 0.1043 2.2449
H 4.6783 1.7661 2.8542
H 3.2068 3.2985 1.3481
H 2.0409 2.5001 0.2794
H 3.7447 2.6597 -0.2098
H 3.5213 0.2694 -0.9300
H 2.1228 1.1126 -1.5619
H 2.7205 -1.8493 -1.5680
H 2.6229 -0.8200 -2.9860
H 1.4672 -3.2836 -2.5712
H -0.2790 -3.1277 -2.5127
H 1.7050 -3.2229 -0.2271
H 0.3403 -4.2880 -0.5292
H 1.3825 -4.3152 1.5359
H 0.3432 -5.7340 1.2820
H 0.7134 -5.1739 2.9123
H -2.6456 -4.0841 2.7501
H -1.3438 -4.5684 3.8569
H -1.8353 -5.6238 2.5281
H -3.4013 -2.8417 0.7617
H -3.7112 -1.1762 1.2362
H -3.7559 -2.4432 2.4540
H -0.4917 -1.1430 3.2629
H -1.7610 -2.1950 3.9263
H -2.1611 -0.5728 3.3650
H -0.7563 -1.2638 -3.5726
H 0.8752 -1.2134 -4.2295
H -0.5252 0.9986 -4.1801
H 1.1743 1.0260 -3.7795
H 1.8288 2.9369 -4.4730
H 2.4433 2.3051 -2.9288
H 2.5306 4.0194 -3.2733
H -0.8567 4.9094 -2.8525
H 0.3113 4.9215 -4.1587
H 0.7963 5.4965 -2.5586
H 0.6933 4.1118 -0.1234
H -0.8305 4.1613 0.7713
H -0.5867 5.2378 -0.6016
H -2.7127 2.6952 -2.1262
H -2.4332 4.4311 -1.9195
H -2.9594 3.4885 -0.5499
H 2.5567 1.0753 3.6930
H 3.5412 -0.3322 4.1241
H 1.7962 -0.3716 4.3789
H 2.1013 -2.3045 1.3081
H 1.4033 -2.3532 2.9387
H 3.1561 -2.4508 2.7286
C -3.7143 -2.8816 -4.1950
S -4.0795 -1.1444 -3.8608
C -3.1478 -0.8045 -2.4531
S -2.1478 -1.9685 -1.6353
N -3.2492 0.3842 -1.9555
N -2.4911 0.4710 -0.7860
C -3.0772 1.0917 0.1597
C -2.2940 1.3950 1.3361
C -2.8112 2.1394 2.3756
C -1.9762 2.4976 3.4250
C -0.6586 2.0912 3.3606
C -0.2262 1.3296 2.2838
N -1.0143 0.9606 1.2715
H -4.3048 -3.1200 -5.0781
H -4.0405 -3.5128 -3.3731
H -2.6621 -3.0345 -4.4202
H -4.1009 1.4231 0.0244
H -3.8504 2.4406 2.3449
H -2.3438 3.0825 4.2576
H 0.0448 2.3493 4.1403
H 0.7847 0.9859 2.2534
```

Properties
- Orbital gap (spin up / spin down): 0.27041 / 0.25077 hartree
- Total charge: +3
- Expectation value of S²: 2.03
- E_tot: -2714.14719 hartree
- Spin multiplicity: 3

Atomic partial charges in e from the Löwdin method, atoms 1 to 99: 1.659, -0.007, -0.133, -0.023, -0.417, -0.004, -0.223, -0.125, -0.265, -0.208, -0.196, -0.108, -0.387, -0.081, -0.018, 0.001, -0.182, -0.065, -0.040, -0.171, -0.160, -0.021, -0.359, -0.087, -0.023, -0.003, -0.161, -0.039, -0.042, -0.140, -0.032, -0.027, 0.109, 0.101, 0.104, 0.112, 0.063, 0.105, 0.141, 0.053, 0.126, 0.144, 0.148, 0.060, 0.095, 0.130, 0.061, 0.113, 0.112, 0.071, 0.109, 0.115, 0.075, 0.071, 0.096, 0.072, 0.096, 0.092, 0.065, 0.146, 0.146, 0.082, 0.113, 0.068, 0.111, 0.074, 0.115, 0.108, 0.081, 0.089, 0.095, 0.083, 0.093, 0.087, 0.095, 0.106, 0.102, 0.046, 0.084, 0.119, -0.376, 0.962, -1.019, 0.803, -0.055, -0.219, -0.094, -0.280, 0.025, 0.004, -0.006, -0.115, 0.016, 0.054, 0.042, 0.033, 0.162, 0.142, 0.137